Entry 1:
C5H10N | wB97M-V/def2-TZVPD

Its total charge is +1. For the frontier orbital gap (spin up / spin down), the calculation gives 8.26 / 8.43 eV. For the electronic energy, the calculation gives -6824.931 eV. The calculation puts the energy relative to the best compared isomer or geometry (same formula, charge and spin) at 5.271 eV. As for the molar mass: 84.1 g mol⁻¹.

```
16
Properties=species:S:1:pos:R:3:forces:R:3:nbo_charge:R:1
C 1.82774 0.85741 -0.34401 -2.634 -0.451 -1.397 -0.458
C 0.55823 1.42731 -0.69523 0.716 -0.316 0.009 -0.131
C 0.64943 -0.06722 -0.88720 -0.716 2.095 3.103 -0.230
C -0.39184 -0.44025 0.02680 1.328 0.000 -1.188 0.159
C -1.76129 -0.83772 -0.39597 -1.775 -0.251 2.880 -0.708
N 0.02173 -0.37529 1.42855 -2.870 -0.659 -0.387 -0.708
H 2.54538 0.84147 -1.09190 1.289 0.084 -1.601 0.266
H 2.30008 0.90761 0.56309 0.843 -0.237 2.743 0.203
H -0.03726 2.10826 -0.13587 -0.746 0.271 -0.008 0.229
H 0.78430 -0.40694 -1.81571 0.320 -1.721 -3.378 0.240
H -1.79315 -0.71361 -1.40065 -0.060 0.644 -3.215 0.259
H -2.62857 -0.23005 0.00362 1.177 0.059 -0.110 0.248
H -2.23640 -1.84154 -0.28215 1.329 0.052 0.514 0.269
H 0.05061 -1.33672 1.77844 0.235 0.065 0.434 0.438
H -0.85900 0.07785 1.82038 2.127 -0.038 0.789 0.461
H 0.96999 0.02942 1.42782 -0.561 0.403 0.812 0.464
```
Forces are in eV/Å.

---

Entry 2:
C6H10N2O | wB97M-V/def2-TZVPD

For the frontier orbital gap, the calculation gives 9.23 eV. For the electronic energy, the calculation gives -11405.514 eV. The calculation puts the energy relative to the best compared isomer or geometry (same formula, charge and spin) at 6.573 eV. As for the molar mass: 126.2 g mol⁻¹.

```
19
Properties=species:S:1:pos:R:3:forces:R:3:nbo_charge:R:1
C 1.83438 -0.57339 -1.53632 1.116 1.004 -1.958 -0.399
C 0.95124 -0.56354 -0.59301 -0.596 -0.122 2.814 0.012
C 1.04628 -0.50197 0.97765 -0.382 -2.293 -0.959 -0.080
N 1.34760 0.29711 2.14619 -0.303 0.290 0.657 -0.528
C 0.20365 0.69601 1.27432 -0.091 0.349 -0.495 -0.193
C -1.08805 0.21905 0.65837 -1.204 -3.133 1.252 0.067
O -2.21272 1.14034 0.46031 3.218 1.721 5.133 -0.705
C -0.56289 -0.53223 -0.68219 -2.550 1.526 -1.339 -0.110
N -1.04102 0.13304 -1.88200 2.992 0.573 -0.510 -0.830
H 2.87502 -0.50179 -1.23505 -0.001 -0.125 -0.362 0.212
H 1.55270 -0.39915 -2.60647 0.281 -0.644 1.069 0.223
H 0.65139 -1.55458 1.24354 -0.091 1.812 0.084 0.178
H 1.09046 -0.18303 3.03360 0.318 0.025 -1.086 0.371
H 0.51061 1.60386 0.76764 0.377 -0.005 -0.339 0.192
H -1.41762 -0.68276 1.26958 -0.181 1.111 -0.324 0.160
H -1.97714 1.68963 1.46429 -1.796 -2.011 -4.662 0.476
H -1.17132 -1.44995 -0.85514 1.253 -0.293 1.210 0.219
H -0.57189 1.04146 -2.00001 -1.032 -0.402 -0.016 0.361
H -2.02068 0.12190 -1.90532 -1.326 0.616 -0.169 0.373
```
Forces are in eV/Å.

---

Entry 3:
C3H5NO2 | wB97M-V/def2-TZVPD

For the frontier orbital gap (spin up / spin down), the calculation gives 7.25 / 8.21 eV. For the electronic energy, the calculation gives -8771.578 eV. The calculation puts the energy relative to the best compared isomer or geometry (same formula, charge and spin) at 6.117 eV. As for the molar mass: 87.1 g mol⁻¹.

```
11
Properties=species:S:1:pos:R:3:forces:R:3:nbo_charge:R:1
C 1.24839 -2.69760 1.56174 -1.014 -0.786 -0.137 0.059
C -1.80976 1.59572 -1.15655 0.637 -0.361 0.234 -0.282
C 0.13153 0.55069 -0.25989 -1.695 -3.262 -0.314 0.411
N 1.14734 -2.17226 2.57488 0.428 0.262 -0.057 -0.293
O 1.39217 0.55461 0.20430 -1.699 -3.819 -0.938 -0.665
O -0.56270 1.60023 -0.57808 1.047 -0.333 0.065 -0.416
H 1.03067 -3.34508 0.72001 0.593 0.517 0.204 0.234
H -1.91970 2.55670 -1.68320 -0.388 -0.992 0.149 0.181
H -2.08153 0.55731 -1.44904 -0.240 1.240 -0.232 0.153
H -0.28718 -0.56286 -0.33136 0.701 2.912 0.002 0.134
H 1.71076 1.36255 0.39717 1.630 4.621 1.024 0.484
```
Forces are in eV/Å.

---

Entry 4:
C4H12NO2S2 | wB97M-V/def2-TZVPD

Its total charge is -1. For the frontier orbital gap, the calculation gives 6.59 eV. For the electronic energy, the calculation gives -31597.946 eV. The calculation puts the energy relative to the best compared isomer or geometry (same formula, charge and spin) at 0.000 eV. As for the molar mass: 170.3 g mol⁻¹.

```
21
Properties=species:S:1:pos:R:3:forces:R:3:nbo_charge:R:1
S 2.22389 2.57275 -2.51024 2.027 0.866 0.331 -0.530
S 0.29410 2.25243 -1.55833 0.223 -0.086 -0.374 0.286
C 0.81777 0.83561 -0.46500 -0.139 0.258 0.076 -0.548
C -0.47738 0.04068 -0.18833 0.647 0.067 0.698 -0.100
C -1.65366 1.06626 -0.15183 -0.275 -0.246 0.554 -0.063
O -1.29920 2.25395 -0.72171 -1.021 -0.027 0.783 -0.800
N -0.31045 -0.69461 1.09204 -0.374 -2.022 -1.627 -0.653
C -1.35478 -1.72619 1.26354 1.606 -0.743 -0.021 -0.411
H 2.32639 1.77556 -3.53440 0.009 -0.901 -0.979 0.075
H 1.31490 1.19487 0.47898 -0.771 -0.109 -0.632 0.195
H 1.57518 0.19108 -0.93489 -0.406 0.421 -0.243 0.216
H -0.63261 -0.74755 -0.96745 0.158 0.716 0.453 0.187
H -2.52771 0.63376 -0.68704 -0.002 -0.011 0.528 0.139
H -1.88467 1.28830 0.93477 -0.237 -0.686 -0.630 0.127
H -0.31871 -0.10026 1.87045 -0.049 1.290 1.041 0.356
H -1.31210 -2.13251 2.29840 0.012 0.098 -0.732 0.190
H -2.33035 -1.36011 1.07392 -1.236 0.491 -0.093 0.173
H -1.16766 -2.53965 0.51008 -0.102 0.540 0.828 0.187
H 2.80241 -1.26079 0.32324 0.542 1.055 -0.853 0.463
H 1.49110 -1.63019 0.99738 0.182 0.183 -0.060 0.495
O 2.42354 -1.91338 0.87641 -0.794 -1.153 0.950 -0.984
```
Forces are in eV/Å.

---

Entry 5:
CH9N2 | wB97M-V/def2-TZVPD

Its total charge is +2. As for the spin multiplicity: 2. For the frontier orbital gap (spin up / spin down), the calculation gives 15.09 / 9.12 eV. The expectation value of S² is 0.754. For the electronic energy, the calculation gives -4141.269 eV. The calculation puts the energy relative to the best compared isomer or geometry (same formula, charge and spin) at 0.187 eV. As for the molar mass: 49.1 g mol⁻¹.

```
12
Properties=species:S:1:pos:R:3:forces:R:3:nbo_charge:R:1
N 0.94252 -0.35027 1.56835 -0.773 -1.999 -1.662 -0.828
H 1.87077 -0.63318 1.22889 0.221 0.296 0.486 0.468
H 0.58583 -1.10569 2.16303 0.149 0.025 0.455 0.475
H 0.29782 -0.45565 0.63678 1.442 1.003 2.476 0.397
H 0.94871 0.52752 2.07591 -0.109 0.577 -0.071 0.482
C -0.95211 0.79857 -1.10741 1.380 -0.014 0.517 -0.446
N -0.10886 -0.34912 -0.80090 -2.502 -0.647 -4.631 -0.450
H -1.05975 1.37026 -0.16842 -0.517 0.451 0.125 0.328
H -0.43933 1.45776 -1.79811 0.080 0.228 -0.147 0.303
H -1.95653 0.46541 -1.39241 -0.174 -0.081 0.191 0.329
H 0.62002 -0.56388 -1.52978 0.405 0.577 1.176 0.480
H -0.74911 -1.16174 -0.87592 0.398 -0.414 1.084 0.461
```
Forces are in eV/Å.

---

Entry 6:
C4H12N3 | wB97M-V/def2-TZVPD

Its total charge is +1. For the frontier orbital gap, the calculation gives 9.11 eV. For the electronic energy, the calculation gives -8804.366 eV. The calculation puts the energy relative to the best compared isomer or geometry (same formula, charge and spin) at 3.368 eV. As for the molar mass: 102.2 g mol⁻¹.

```
19
Properties=species:S:1:pos:R:3:forces:R:3:nbo_charge:R:1
N 2.92048 -0.66148 0.93714 -1.459 -0.361 -2.104 -0.821
C 1.70245 -0.50629 -0.09130 2.487 -0.456 2.934 -0.232
C 0.79406 0.44315 0.64958 -2.246 0.359 -1.119 -0.477
C -0.61440 0.46929 0.06174 -0.619 -0.255 1.718 0.262
N -1.48420 1.64971 0.20674 1.747 0.518 -2.351 -0.885
C -1.25845 -0.67084 -0.26283 0.626 0.608 -0.052 -0.164
N -2.40188 -0.42696 -1.17452 -0.612 -0.566 0.772 -0.711
H 3.73204 -0.16717 0.57374 -0.113 0.088 0.028 0.361
H 3.13682 -1.64427 0.79284 0.486 0.065 0.427 0.356
H 1.28967 -1.52740 -0.05174 -0.133 0.602 -0.612 0.195
H 2.05698 -0.20910 -1.07237 -0.308 0.041 -0.151 0.208
H 0.56925 -0.00649 1.59426 0.621 0.014 1.141 0.255
H 1.11105 1.48850 0.76416 0.380 -0.501 0.055 0.236
H -0.99379 2.40136 -0.30834 -0.678 -0.074 0.087 0.383
H -1.41891 2.01110 1.15234 -0.046 -0.497 0.413 0.408
H -1.14605 -1.62014 0.30494 0.267 0.374 -1.591 0.262
H -3.10952 -1.14901 -1.00320 -0.237 0.442 -0.372 0.443
H -2.16431 -0.39824 -2.18582 0.044 -0.294 0.841 0.445
H -2.72131 0.52428 -0.88736 -0.206 -0.108 -0.064 0.475
```
Forces are in eV/Å.

---

Entry 7:
C36H32ClN3O13P | wB97M-V/def2-TZVPD

Its total charge is +1. For the frontier orbital gap, the calculation gives 6.85 eV. For the electronic energy, the calculation gives -90738.489 eV. As for the molar mass: 781.1 g mol⁻¹.

```
86
Properties=species:S:1:pos:R:3:forces:R:3:mulliken_charge:R:1
N -4.13318 -4.47675 4.48125 -0.032 -0.265 0.360 -0.855
N -3.33562 -3.56073 5.17156 1.257 0.112 1.630 0.782
C -2.70968 -3.78527 6.40749 0.149 -0.371 0.430 -0.520
C -2.08328 -2.64992 6.74637 0.137 0.572 0.057 0.076
O -1.35833 -2.37696 7.86455 -0.558 0.289 -0.501 -0.543
N -2.27511 -1.69505 5.72595 0.207 -2.043 -0.542 0.716
P -1.57202 -0.02560 5.78118 -0.072 2.164 1.588 0.118
O 0.05511 -0.33588 5.87277 -1.536 -0.728 -0.635 -0.483
O -1.73755 0.66713 4.30974 0.996 -1.071 0.583 -0.336
C -3.04723 -2.31960 4.82051 -0.497 1.220 -2.870 -0.510
C -3.56461 -1.66453 3.53955 -1.037 -0.045 1.133 -0.480
C -4.70912 -0.69668 4.01840 1.192 -0.166 0.680 -0.744
C -5.74529 -1.44715 4.89032 -0.441 0.376 -0.627 -0.344
Cl -5.55351 -1.04343 6.64618 -0.040 -0.228 -0.380 -0.200
H -3.55102 -4.96375 3.79847 -0.028 0.294 0.002 0.181
H -4.42486 -5.14503 5.19276 -0.213 0.075 -0.251 0.252
H -2.69560 -4.68064 7.02364 -0.382 0.050 -0.585 0.430
H -1.95644 -1.87564 8.44519 0.406 -0.037 0.224 0.394
H 0.11834 -1.19563 6.32653 0.632 0.236 0.059 0.371
H -0.83352 0.84145 3.98353 -0.280 -0.069 -0.388 0.310
H -3.99486 -2.44725 2.91302 0.312 0.304 0.059 0.508
H -2.77413 -1.12830 3.00826 -0.248 -0.241 0.152 0.353
H -4.20240 0.02841 4.68040 -0.483 0.039 -0.357 0.247
H -5.14040 -0.11912 3.19267 0.027 -0.454 0.104 0.596
H -5.69569 -2.53938 4.80268 0.100 0.372 0.006 0.201
H -6.75520 -1.15078 4.58203 0.236 -0.032 0.399 0.436
C -1.21988 1.03766 -1.43423 -0.149 0.129 -0.017 -0.210
C -2.31712 0.95200 -0.68364 0.060 -0.028 -0.011 -0.678
C -2.64688 -0.28452 0.05840 -0.065 0.157 -0.054 0.395
O -3.65127 -0.36227 0.74335 0.046 -0.109 0.009 -0.537
C -1.70984 -1.42778 -0.06054 0.057 -0.069 0.001 -0.074
C -0.61273 -1.34648 -0.80929 -0.033 -0.093 0.083 -0.627
C -0.28099 -0.10543 -1.55553 0.028 0.127 -0.075 0.203
O 0.71767 -0.03216 -2.23497 -0.052 -0.197 0.056 -0.466
H -0.96158 1.93371 -1.98438 0.118 -0.035 0.003 0.501
H -3.01342 1.77482 -0.58216 -0.023 -0.024 0.010 0.459
H -1.96877 -2.32268 0.49247 -0.016 0.029 0.050 0.536
H 0.08311 -2.17038 -0.90948 0.026 0.028 -0.031 0.502
C 3.24255 4.63987 -4.82991 -0.028 0.014 0.041 -0.394
C 2.14535 4.55535 -4.08165 -0.049 -0.463 -0.199 -0.492
C 1.81878 3.31456 -3.33875 0.119 -0.066 -0.081 0.381
O 0.81438 3.23699 -2.65482 0.000 0.075 0.010 -0.538
C 2.75771 2.17282 -3.45793 0.066 -0.060 0.063 -0.465
C 3.85452 2.25994 -4.20646 -0.061 0.041 -0.041 -0.196
C 4.18254 3.50054 -4.94983 0.054 0.055 -0.035 0.322
O 5.18459 3.57735 -5.63088 -0.026 -0.046 0.007 -0.561
H 3.49828 5.53651 -5.38082 0.008 -0.008 -0.007 0.460
H 1.45295 5.36827 -3.98328 -0.112 -0.097 -0.047 0.523
H 2.50265 1.27736 -2.90850 -0.021 0.009 -0.014 0.506
H 4.55114 1.43848 -4.30499 0.007 0.005 0.095 0.504
C 6.41288 -2.61747 -3.56064 0.034 -0.088 0.006 -0.462
C 7.02901 -3.46275 -4.38267 -0.045 0.015 0.116 -0.402
C 7.28058 -3.11028 -5.80197 0.063 -0.058 -0.087 0.273
O 7.83957 -3.88040 -6.55101 -0.022 0.010 0.030 -0.529
C 6.82022 -1.77907 -6.26747 -0.054 0.108 0.005 -0.473
C 6.20405 -0.93425 -5.44472 0.005 -0.010 -0.053 -0.185
C 5.95292 -1.28774 -4.02655 -0.009 0.053 0.022 0.695
O 5.39212 -0.51698 -3.27294 0.005 -0.067 -0.040 -0.551
H 6.21994 -2.85677 -2.52257 -0.011 0.045 0.006 0.405
H 7.37250 -4.43746 -4.06027 0.020 -0.005 -0.048 0.401
H 7.01325 -1.53899 -7.30521 0.022 -0.038 -0.002 0.428
H 5.86151 0.04098 -5.76833 0.022 0.011 0.014 0.396
C 3.31314 8.30516 -0.23343 -0.009 -0.119 -0.026 -0.446
C 2.91000 7.45704 -1.17564 0.032 -0.022 0.084 -0.194
C 2.28093 7.94145 -2.42688 -0.032 0.027 -0.070 0.375
O 1.91159 7.16494 -3.28553 0.054 0.647 0.277 -0.473
C 2.11890 9.40509 -2.59110 0.007 0.092 0.007 -0.388
C 2.52163 10.25460 -1.64938 -0.050 -0.021 -0.105 -0.374
C 3.15150 9.77136 -0.39601 0.037 0.090 0.069 0.297
O 3.52034 10.54274 0.46150 -0.016 -0.031 -0.013 -0.530
H 3.77408 7.97120 0.68739 0.011 0.049 0.009 0.403
H 3.02025 6.38444 -1.07514 -0.017 -0.003 -0.043 0.464
H 1.65803 9.73803 -3.51236 -0.002 -0.042 -0.011 0.423
H 2.41104 11.32665 -1.75090 0.023 0.002 0.042 0.399
C -3.30027 -6.29181 1.19830 -0.038 0.034 0.055 -0.350
C -3.71480 -7.12418 0.24684 0.058 -0.040 0.137 -0.504
C -4.34481 -6.61484 -0.99874 -0.048 -0.044 -0.128 0.209
O -4.72363 -7.36921 -1.86272 0.019 0.005 0.045 -0.500
C -4.49061 -5.14418 -1.13783 0.013 0.117 0.036 -0.460
C -4.07410 -4.31552 -0.18303 0.009 0.074 -0.032 -0.279
C -3.44764 -4.82646 1.05487 -0.003 -0.003 -0.152 0.684
O -3.06513 -4.05965 1.92858 0.166 -0.462 -0.264 -0.506
H -2.83830 -6.64548 2.11287 0.045 -0.014 -0.028 0.408
H -3.61477 -8.19875 0.33264 -0.018 0.000 -0.044 0.425
H -4.95116 -4.79009 -2.05122 -0.008 -0.040 -0.008 0.454
H -4.17327 -3.23970 -0.26580 -0.017 0.002 0.047 0.463
```
Forces are in eV/Å.